Formula: C25H47BrNO2
Source: OMol25
Level of theory: ωB97M-V/def2-TZVPD

Cartesian coordinates (Å):
C 1.579 -2.462 3.190
C 1.947 -2.113 1.734
C 2.987 -3.078 1.158
C 3.088 -2.988 -0.357
C 3.635 -1.648 -0.832
C 5.123 -1.476 -0.561
C 5.637 -0.154 -1.139
C 5.358 1.018 -0.180
C 4.161 1.893 -0.610
C 3.394 2.406 0.599
C 1.932 2.786 0.338
C 1.125 1.697 -0.383
C -0.106 1.198 0.411
C -1.395 1.739 -0.203
C -2.706 1.258 0.443
C -2.848 2.022 1.792
C -3.340 1.211 2.953
O -2.671 0.843 3.920
Br -5.271 0.717 2.929
C -2.768 -0.261 0.591
C -2.796 -1.067 -0.727
C -1.429 -1.634 -1.092
C -3.699 -2.290 -0.503
N -3.324 -0.293 -1.875
O -2.458 0.057 -2.751
C -4.334 0.735 -1.555
C -4.587 1.528 -2.851
C -5.681 0.119 -1.157
C -3.876 1.721 -0.465
H 0.507 -2.571 3.282
H 1.910 -1.694 3.876
H 2.067 -3.387 3.465
H 2.358 -1.111 1.682
H 1.073 -2.133 1.087
H 3.939 -2.834 1.621
H 2.749 -4.098 1.444
H 3.763 -3.761 -0.721
H 2.115 -3.186 -0.795
H 3.098 -0.831 -0.358
H 3.484 -1.531 -1.901
H 5.322 -1.456 0.506
H 5.666 -2.327 -0.964
H 6.709 -0.238 -1.274
H 5.151 0.020 -2.093
H 5.117 0.595 0.791
H 6.256 1.607 -0.044
H 3.548 1.298 -1.274
H 4.549 2.726 -1.188
H 3.917 3.290 0.959
H 3.406 1.691 1.416
H 1.901 3.733 -0.189
H 1.454 2.976 1.295
H 1.725 0.828 -0.622
H 0.761 2.115 -1.313
H -0.039 1.572 1.429
H -0.086 0.118 0.446
H -1.372 2.816 -0.038
H -1.408 1.601 -1.279
H -3.506 2.872 1.657
H -1.876 2.385 2.090
H -1.884 -0.585 1.131
H -3.610 -0.574 1.194
H -1.515 -2.181 -2.020
H -1.172 -2.360 -0.331
H -0.674 -0.870 -1.175
H -3.229 -2.922 0.243
H -3.792 -2.864 -1.416
H -4.662 -2.019 -0.096
H -5.519 2.073 -2.757
H -4.645 0.880 -3.713
H -3.816 2.270 -2.993
H -6.403 0.921 -1.178
H -5.969 -0.656 -1.855
H -5.653 -0.244 -0.134
H -3.663 2.692 -0.897
H -4.730 1.873 0.188

Forces on the atoms, in the same order (eV/Å):
0.0888 0.3194 -0.6666
0.2465 -0.4556 0.1988
-0.2645 0.3317 -0.0925
0.4061 0.1489 0.1047
0.1363 -0.1457 0.1051
-0.1650 0.3210 -0.2820
0.1866 -0.1670 0.7918
-0.4834 -0.1401 -0.4400
0.7404 -0.2909 0.4376
-0.3775 0.4673 -0.1999
0.3095 -0.2401 0.0151
-0.6160 0.2377 0.4906
0.1791 0.5254 -0.4731
0.1120 -0.0526 0.5775
-0.5657 0.2971 -0.8340
0.0609 -0.5632 0.1184
1.8924 -1.2405 3.3613
-2.2677 1.1793 -3.3332
0.4465 0.2638 -0.0416
0.5132 0.0879 -0.1500
-0.2565 -1.0290 0.0773
-0.3996 0.0241 0.0088
0.2500 0.1392 0.2207
0.7205 0.8152 0.7357
-0.0945 -0.1651 -0.2326
-0.8789 0.6117 -1.1078
0.0232 0.0511 0.3765
0.6782 0.0298 0.2992
-0.0817 -0.4971 0.6776
-0.2167 -0.1004 0.2450
0.0158 0.1626 0.2297
-0.0272 -0.3069 0.2361
-0.0624 0.3282 -0.0249
-0.2473 0.0367 -0.0383
0.3235 -0.1438 0.0630
-0.1308 -0.2265 0.0927
0.0410 -0.2211 -0.0884
-0.2649 -0.0052 -0.0868
-0.1968 0.1729 0.0763
-0.1202 -0.0528 -0.2617
0.0494 -0.1856 0.2803
0.0947 -0.1502 -0.1944
0.2392 0.0036 -0.3166
0.1628 0.1020 -0.3676
0.0672 -0.0689 0.2775
0.1501 0.2807 0.0320
-0.2806 -0.0363 -0.0944
-0.1497 0.2278 -0.2513
0.0727 0.1157 0.3030
0.1137 -0.3654 0.0500
-0.0649 0.1372 -0.3369
-0.0042 0.1483 0.2657
0.2996 -0.0426 -0.1090
0.0306 -0.1263 -0.4403
0.0803 -0.2064 0.3375
-0.0961 -0.2229 0.1193
-0.0170 0.3168 -0.2284
-0.0528 -0.2892 -0.1859
-0.1720 0.1958 -0.0110
0.2402 0.0993 0.2713
0.1131 -0.1547 0.2406
-0.3255 0.1360 0.0973
0.1373 -0.0016 -0.3619
0.2690 -0.0056 0.3097
0.2558 0.0615 -0.1806
0.1179 -0.1867 0.1629
-0.1817 -0.0889 -0.2003
-0.3211 -0.0212 -0.1755
-0.2546 0.0808 0.0725
0.0105 -0.1425 -0.2013
0.3509 0.0079 -0.3077
-0.3462 0.1460 -0.0198
-0.1501 -0.2450 -0.0566
-0.1238 -0.2807 0.0756
0.2939 0.1986 -0.0929
-0.2615 0.0552 0.0510

The calculation puts the frontier orbital gap (spin up / spin down) at 8.763 / 9.907 eV. The spin multiplicity is 2. For the total energy, the calculation gives -3759.9493 hartree. Its largest force on an atom is 4.20 eV/A. The highest occupied orbital energy (spin up / spin down) is -8.32 / -9.57 eV. The lowest unoccupied orbital energy (spin up / spin down) comes out at 0.44 / 0.34 eV.



Formula: C22H19Br2N3O2
Source: OMol25
Level of theory: ωB97M-V/def2-TZVPD

Cartesian coordinates (Å):
O 2.326 2.710 -0.942
Br -0.362 -6.209 0.005
Br 2.996 -5.908 0.259
N -5.573 1.324 -1.727
O -5.591 1.520 -0.304
C 1.190 2.639 -0.483
C -4.340 1.069 -2.074
C -3.486 1.102 -0.894
C -4.312 1.361 0.142
C -1.078 1.812 -0.757
C -0.313 -3.376 -0.271
C -1.651 -0.535 -0.680
C 2.454 -3.077 0.008
C 0.478 -4.527 -0.095
C 1.893 -4.377 0.041
C -2.043 0.798 -0.807
C 0.271 1.479 -0.566
C 0.317 -2.138 -0.243
C -0.325 -0.870 -0.406
C 1.649 -1.982 -0.110
C 0.656 0.102 -0.393
N 0.898 3.782 0.235
N 1.903 -0.587 -0.175
C -3.888 0.689 -3.461
C -3.887 1.449 1.589
C 3.243 -0.045 0.121
C 4.705 0.609 2.200
C 3.624 -0.343 2.701
C 3.352 0.557 1.506
H -1.447 2.828 -0.821
H -1.378 -3.443 -0.342
H -2.398 -1.332 -0.703
H 3.533 -2.958 0.100
H 1.639 4.454 0.376
H 0.089 3.811 0.830
H -4.717 0.770 -4.195
H -3.085 1.340 -3.713
H -3.511 -0.350 -3.427
H -4.117 2.449 1.980
H -4.479 0.732 2.148
H -2.833 1.235 1.705
H 3.488 0.691 -0.655
H 3.963 -0.837 -0.039
H 4.905 1.503 2.759
H 5.597 0.175 1.710
H 3.189 -0.120 3.690
H 3.737 -1.394 2.524
H 2.719 1.419 1.653

Forces on the atoms, in the same order (eV/Å):
-0.0764 -1.6344 -0.9760
-0.0268 0.0035 -0.0620
-0.0888 0.5293 -0.0524
0.0200 -0.0281 0.2868
1.3162 -0.2230 -0.5473
2.8715 1.8521 0.7281
-0.0787 -0.1030 1.3587
-0.2708 -0.1158 -0.9489
0.3888 0.0974 -0.2546
0.1158 -1.3665 0.3566
1.4754 -0.9803 0.5954
-0.0931 -0.0938 0.4455
1.3934 -1.7926 0.3960
0.5141 1.0518 -0.0195
-0.9126 0.9536 -0.2133
-0.0672 -0.5512 -0.0237
-0.1009 0.2633 0.3215
-3.3392 -1.2999 -0.4478
-0.8792 0.4110 -0.7742
0.4295 2.3766 -0.0838
1.7113 0.6151 0.2968
-1.9916 -0.7908 0.3465
0.1168 0.2272 -0.0589
-1.3263 -0.5000 0.5285
-1.5359 0.4703 -0.5193
-0.5047 0.6477 -0.4627
-0.1984 -0.8697 -0.6853
-0.0063 1.1446 0.4305
0.5977 -0.5352 0.2067
0.4358 0.1025 -0.0818
-0.4081 -0.1673 -0.1263
0.0876 0.3221 -0.0523
-0.2277 -0.2214 -0.0007
-0.1421 -0.3454 -0.2334
-0.0015 0.1916 0.0987
0.5821 -0.0428 0.5013
0.7040 0.4379 -0.5071
-0.1647 0.4934 -0.1389
0.1302 -0.2317 0.0164
0.0340 -0.0933 0.3150
0.1263 -0.0481 -0.1660
-0.1909 0.0888 0.3263
0.0602 -0.3665 0.2436
0.0744 0.1155 0.2777
-0.7224 0.3023 0.1992
0.0762 -0.0352 -0.7585
0.1536 -0.3199 -0.1855
-0.0604 0.0580 0.1047

The calculation puts the frontier orbital gap at 8.132 eV. The spin multiplicity is 1. For the total energy, the calculation gives -6312.4843 hartree. The calculation puts the relative energy (zero: lowest compared OMol25 entry of this formula, charge and spin) at 0.1653 eV. As for the SMILES: Cc1noc(C)c1-c1cc(C(N)=O)c2c(c1)c1cc(Br)c(Br)cc1n2CC1CC1. Its largest force on an atom is 3.61 eV/A. The highest occupied orbital energy is -8.32 eV. The lowest unoccupied orbital energy comes out at -0.19 eV.



Formula: C8H10S
Source: OMol25
Level of theory: ωB97M-V/def2-TZVPD

Cartesian coordinates (Å):
C 1.403 0.534 -1.167
C 0.034 0.201 -1.720
C 1.919 -0.009 -0.084
C -0.832 -0.557 -0.881
C -2.645 0.932 1.035
C -1.717 1.640 1.294
C 1.087 -1.069 0.562
C -0.372 -1.143 0.232
S -1.233 -2.255 1.286
H 1.934 1.262 -1.769
H 0.145 -0.302 -2.695
H 2.872 0.036 0.339
H -1.896 -0.638 -1.122
H -3.304 0.158 0.699
H -0.528 1.155 -1.889
H -0.920 2.481 1.311
H 1.609 -2.057 0.176
H 1.166 -0.955 1.656
H -0.396 -2.398 2.464

Forces on the atoms, in the same order (eV/Å):
0.1739 0.7730 -0.7758
0.6262 2.0273 -1.2811
-2.4856 -0.9512 -0.6145
-1.4920 -2.3594 2.6942
-0.1175 -0.5161 -0.1709
1.8208 2.8525 -0.2181
1.3498 -1.6733 0.1652
1.0216 -0.0797 -0.5988
0.0089 -0.5349 1.3330
0.2210 0.0256 0.0716
0.0220 0.3249 0.0301
1.4962 0.8343 0.1853
0.3861 0.0569 -0.1326
-0.0779 0.2823 0.3926
0.6522 -0.3806 -0.3959
-1.8790 -2.2209 0.2733
-1.0655 1.3700 1.3579
0.2979 -0.4988 -0.2677
-0.9591 0.6679 -2.0480

The calculation puts the frontier orbital gap at 8.894 eV. The spin multiplicity is 1. For the total energy, the calculation gives -708.8590 hartree. The calculation puts the relative energy (zero: lowest compared OMol25 entry of this formula, charge and spin) at 4.5980 eV. As for the SMILES: SC1=CCC=CC1.C#C. Its largest force on an atom is 3.88 eV/A. The highest occupied orbital energy is -8.10 eV. The lowest unoccupied orbital energy comes out at 0.79 eV.